Record 1
Density functional theory data (wB97M-V/def2-TZVPD) for a cluster of 7 separate species, C48H67BCl2FIN9O2 in total at a distorted geometry.

E_HOMO	-10.95	eV
max |F|	1.04	eV/Å
charge	+1
LUMO	-2.487	eV
orbital gap	8.5	eV
molecular weight	1029.74	g mol⁻¹

```
131
Properties=species:S:1:pos:R:3:forces:R:3:mulliken_charge:R:1
C -1.53235 0.73573 0.84895 0.015 -0.196 0.069 -1.976
C -1.22779 0.55444 -0.63513 -0.484 0.639 0.314 -0.118
N 0.13742 0.06970 -1.07335 0.230 0.016 -0.168 1.359
C 0.89124 -0.85429 -0.12947 0.043 -0.491 0.071 -1.489
C 0.13084 -1.92593 0.67035 0.052 -0.025 0.176 0.513
C 0.78734 -3.31456 0.57006 -0.484 0.130 0.061 -1.425
Cl 0.09884 -1.45969 2.41249 0.292 -0.030 0.112 -0.136
C 1.12575 1.21104 -1.34813 -0.139 0.089 0.089 -1.707
I 1.25191 2.62906 0.26300 0.014 -0.068 -0.013 0.191
C 0.97522 1.87425 -2.71824 0.157 0.079 -0.445 0.264
B 1.33991 3.44686 -2.76836 0.207 0.451 0.222 1.062
O 0.30089 4.31079 -2.66241 -0.078 -0.320 0.026 -0.628
N 2.67968 3.95284 -3.02499 -0.238 -0.930 -0.404 0.011
C 2.75988 4.27995 -4.47093 -0.056 0.084 0.143 -1.401
C 3.78247 3.05979 -2.67813 0.206 0.335 0.008 -0.959
N -0.35650 1.70242 -3.29361 -0.010 -0.160 0.506 -0.125
F -0.17070 2.18529 -4.61714 -0.061 0.131 -0.059 -0.329
C -0.74207 0.29128 -3.46119 -0.220 0.156 -0.358 -0.484
C -2.27269 0.22439 -3.54366 -0.154 0.214 0.051 -1.816
C -2.81512 0.65080 -4.90119 -0.553 0.129 0.323 0.507
C -4.33014 0.89860 -4.87000 0.257 0.149 -0.172 -1.376
Cl -2.44115 -0.62648 -6.10083 0.187 0.034 -0.297 -0.201
C -0.02782 -0.61049 -2.44610 0.155 -0.252 -0.025 -0.090
C -0.62802 -1.99740 -2.37564 -0.516 -0.307 -0.272 -0.644
C -0.62836 -2.69786 -3.75429 0.343 -0.029 0.465 -0.615
C -0.32475 -4.18298 -3.57492 -0.167 0.078 -0.346 -1.251
O 0.86349 -4.36692 -2.83970 -0.029 -0.117 0.122 -0.273
C 2.05163 -4.46963 -3.61105 0.148 0.227 0.372 -0.800
H -2.11791 -0.09381 1.23791 -0.047 -0.026 -0.007 0.404
H -2.12313 1.63996 0.97007 -0.044 0.055 -0.041 0.424
H -0.65772 0.83835 1.47494 0.082 0.066 0.000 0.458
H -1.36120 1.50965 -1.13996 0.177 -0.009 -0.107 0.562
H -1.97497 -0.10532 -1.06041 0.203 -0.260 -0.041 0.274
H 1.62025 -1.36037 -0.76093 -0.026 0.036 -0.145 0.339
H 1.46663 -0.24988 0.56694 -0.181 0.245 -0.003 0.858
H -0.91146 -1.97781 0.37499 -0.114 -0.001 -0.007 0.102
H 0.73370 -3.80955 1.53403 0.105 -0.005 0.048 0.538
H 0.22709 -3.93869 -0.12120 0.168 -0.040 -0.247 0.343
H 1.82395 -3.24948 0.25417 0.120 -0.058 0.017 0.256
H 2.09686 0.72728 -1.34537 0.068 0.047 0.117 0.785
H 1.69817 1.39558 -3.39720 -0.019 -0.226 0.060 0.075
H 0.65127 5.20027 -2.56953 -0.050 0.375 -0.066 0.277
H 2.84720 3.37575 -5.08542 0.060 -0.069 0.015 0.333
H 1.85364 4.79298 -4.78388 0.036 0.145 -0.071 0.468
H 3.62165 4.91370 -4.66581 0.037 0.104 -0.026 0.418
H 3.86224 2.93150 -1.60009 -0.111 -0.065 0.073 0.323
H 4.72006 3.50963 -3.00391 0.036 0.023 -0.006 0.314
H 3.72347 2.07804 -3.16768 -0.035 -0.077 -0.017 0.309
H -0.35457 -0.01723 -4.43732 0.080 -0.188 0.042 1.162
H -2.68929 0.92512 -2.82126 0.012 0.034 0.027 0.540
H -2.68520 -0.75693 -3.31426 0.101 -0.097 0.009 0.396
H -2.32530 1.55860 -5.23285 0.210 -0.047 -0.109 0.336
H -4.88289 0.02672 -5.20294 -0.067 -0.122 0.111 0.362
H -4.65965 1.18120 -3.87242 -0.003 -0.033 0.097 0.372
H -4.57622 1.72556 -5.53256 -0.073 -0.054 -0.103 0.365
H 1.00105 -0.76501 -2.78171 0.072 0.214 0.006 0.336
H -1.64735 -1.98367 -1.98705 0.011 0.020 0.108 0.538
H -0.03465 -2.63699 -1.73847 0.202 0.070 0.219 0.186
H -1.57767 -2.58078 -4.26957 0.042 0.139 -0.157 0.310
H 0.16974 -2.27010 -4.36661 -0.097 0.027 -0.197 0.355
H -0.25306 -4.65646 -4.55699 0.020 -0.054 -0.032 0.555
H -1.14191 -4.68147 -3.05191 0.050 -0.005 0.211 0.403
H 1.91062 -4.14098 -4.63957 -0.083 -0.123 -0.126 0.433
H 2.42634 -5.49001 -3.56509 -0.009 -0.116 -0.235 0.223
H 2.80605 -3.82352 -3.16006 0.066 0.020 0.003 0.276
N 3.63170 7.95939 -4.90371 -0.016 -0.040 -0.013 -0.504
C 2.51596 7.68435 -4.23321 0.003 0.059 0.063 -0.288
C 1.40575 8.51303 -4.20478 0.032 0.004 -0.079 -0.356
C 1.46390 9.70473 -4.90882 -0.046 0.039 -0.060 -0.413
C 2.61894 10.01146 -5.60963 -0.016 -0.030 0.028 -0.348
C 3.66961 9.10566 -5.57854 0.056 -0.013 -0.010 -0.294
H 2.52387 6.75498 -3.67794 -0.031 -0.025 0.087 0.605
H 0.52474 8.23777 -3.64202 0.020 0.015 0.052 0.318
H 0.62131 10.38487 -4.90981 -0.005 -0.004 -0.006 0.455
H 2.70729 10.93163 -6.17024 0.012 0.000 -0.011 0.382
H 4.58912 9.30691 -6.11651 -0.014 0.031 -0.013 0.371
N -4.46773 -1.63047 2.50283 0.040 -0.018 -0.043 -0.463
C -5.64112 -2.23213 2.68174 -0.030 0.047 -0.026 -0.341
C -5.80004 -3.39506 3.42188 0.026 -0.008 0.008 -0.330
C -4.68160 -3.96844 4.00389 -0.031 -0.016 0.003 -0.473
C -3.45134 -3.35678 3.82703 -0.020 -0.009 -0.091 -0.388
C -3.40357 -2.19493 3.07559 -0.063 0.056 -0.103 0.387
H -6.49394 -1.75636 2.21033 -0.024 -0.028 0.016 0.376
H -6.78003 -3.83686 3.53816 -0.011 0.011 -0.007 0.367
H -4.76650 -4.87326 4.59114 0.001 0.003 0.010 0.410
H -2.55509 -3.76371 4.26989 0.011 0.024 0.054 0.346
H -2.46556 -1.67840 2.91518 0.046 -0.048 0.084 0.101
N -2.28460 -2.79874 6.79268 0.050 -0.023 0.065 -0.297
C -1.31160 -1.98151 6.39827 -0.036 0.004 -0.065 0.021
C -0.26712 -1.57839 7.21422 0.007 0.002 0.016 -0.536
C -0.23311 -2.04794 8.51827 0.001 0.012 0.016 -0.403
C -1.23909 -2.89697 8.95017 0.063 0.091 -0.032 -0.325
C -2.23574 -3.24033 8.04836 -0.052 -0.028 -0.030 -0.246
H -1.37850 -1.63059 5.37171 0.027 0.018 0.006 0.183
H 0.49725 -0.91203 6.83750 -0.003 0.003 -0.009 0.387
H 0.56479 -1.75508 9.18844 0.003 0.003 0.003 0.388
H -1.25361 -3.29466 9.95460 -0.030 -0.063 -0.005 0.469
H -3.03828 -3.90615 8.34456 0.018 -0.014 0.041 0.354
N 5.80781 -4.87672 -0.87238 -0.016 0.012 -0.015 -0.531
C 4.68823 -5.56602 -1.07559 -0.039 0.076 0.007 -0.133
C 4.65226 -6.93093 -1.31227 0.002 -0.003 -0.003 -0.503
C 5.85267 -7.62307 -1.33979 0.011 -0.019 -0.007 -0.310
C 7.02841 -6.92173 -1.13017 -0.025 -0.006 -0.002 -0.379
C 6.95230 -5.55554 -0.90128 0.029 0.048 0.013 -0.180
H 3.77153 -4.98461 -1.04705 -0.050 -0.080 0.004 0.555
H 3.70903 -7.43687 -1.46844 -0.009 0.007 0.007 0.359
H 5.87096 -8.68977 -1.52043 0.001 -0.004 0.000 0.381
H 7.98736 -7.42044 -1.14297 0.012 0.009 0.005 0.364
H 7.85080 -4.97332 -0.73132 0.022 -0.030 -0.006 0.375
N 0.33577 9.47952 -1.02231 -0.061 -0.003 -0.027 -0.487
C -0.78288 9.19998 -0.35683 0.043 -0.037 0.011 -0.235
C -1.88663 10.03848 -0.31733 -0.003 0.009 -0.005 -0.368
C -1.82599 11.23815 -1.00657 -0.020 0.016 -0.002 -0.216
C -0.66779 11.54679 -1.70133 0.003 0.005 -0.005 -0.448
C 0.37984 10.63856 -1.67821 0.044 -0.042 0.041 -0.284
H -0.79154 8.25413 0.17465 -0.036 0.007 0.012 0.374
H -2.76866 9.75677 0.24095 0.003 -0.012 0.009 0.358
H -2.66477 11.92181 -1.00000 -0.002 0.003 -0.001 0.379
H -0.57472 12.47404 -2.24992 0.016 0.005 0.000 0.362
H 1.30162 10.84261 -2.21112 -0.003 0.036 0.001 0.578
N -1.80213 -5.72942 10.63823 -0.035 -0.046 -0.001 -0.373
C -3.02899 -6.15798 10.34800 -0.011 0.059 0.033 -0.260
C -3.31536 -7.45169 9.94068 0.012 -0.013 -0.008 -0.503
C -2.26901 -8.35251 9.82629 -0.002 -0.019 -0.006 -0.132
C -0.98664 -7.92296 10.12562 -0.020 -0.008 -0.001 -0.471
C -0.80835 -6.60784 10.52708 0.039 0.059 0.012 -0.140
H -3.82204 -5.42471 10.45210 -0.025 -0.028 -0.001 0.436
H -4.33329 -7.74359 9.72247 -0.010 0.012 0.003 0.359
H -2.45042 -9.37228 9.51277 -0.001 -0.004 -0.001 0.374
H -0.14029 -8.59175 10.05335 0.013 0.006 0.008 0.352
H 0.17999 -6.23584 10.77445 0.015 -0.031 -0.015 0.359
```
Positions in Å, forces in eV/Å.

Record 2
Density functional theory data (wB97M-V/def2-TZVPD) for a structure of composition C48H67CoN4O4S.

E_HOMO (alpha / beta)	-9.03 / -9.46	eV
2S+1	2
max |F|	0.46	eV/Å
charge	+1
LUMO (alpha / beta)	-3.234 / -3.588	eV
orbital gap (alpha / beta)	5.8 / 5.9	eV
molecular weight	855.09	g mol⁻¹
energy relative to the best compared isomer or geometry (same formula, charge and spin)	0.0	kcal/mol

```
125
Properties=species:S:1:pos:R:3:forces:R:3:mulliken_spin:R:1
Co -1.15602 -0.26317 0.12264 0.021 -0.068 -0.348 -0.006
C -3.05295 -2.42134 0.02352 -0.052 0.013 -0.017 -0.002
C -3.72216 -1.12047 -0.41849 -0.005 0.000 0.056 0.001
N -3.09850 0.01601 0.28846 -0.002 -0.073 -0.075 0.003
C -3.67585 0.32556 1.61532 -0.027 0.056 0.025 0.002
C -3.85449 -0.79939 2.63683 -0.012 0.006 -0.022 0.002
S -2.42880 -1.48508 3.53241 -0.043 0.019 0.039 0.002
C -2.08964 -3.07464 2.75847 0.020 0.016 -0.065 -0.001
C -1.18356 -3.05797 1.53648 0.010 0.006 0.065 -0.006
N -1.63230 -2.19744 0.41809 -0.023 0.090 -0.015 0.001
H -3.57827 -2.83705 0.87384 -0.010 -0.028 -0.004 0.000
H -3.10841 -3.16404 -0.77381 0.027 0.030 -0.023 0.000
H -3.56565 -0.95825 -1.48076 -0.004 0.006 -0.004 -0.001
H -4.79905 -1.16127 -0.22671 0.005 0.005 0.016 0.000
H -3.22137 0.85275 -0.27846 -0.036 -0.003 -0.035 0.003
H -3.07680 1.12829 2.04540 0.042 -0.030 0.006 -0.001
H -4.68559 0.71709 1.44024 0.013 0.029 0.000 0.001
H -4.45401 -0.34889 3.43031 -0.003 -0.015 0.009 0.000
H -4.46972 -1.61055 2.24725 0.009 -0.013 -0.005 0.000
H -1.57098 -3.64143 3.53324 0.015 0.013 0.006 0.001
H -3.02071 -3.61393 2.58286 -0.006 0.006 0.004 0.000
H -0.18360 -2.72309 1.81419 -0.017 0.034 0.023 0.007
H -1.10007 -4.08623 1.16647 0.026 0.007 0.005 0.001
H -1.07367 -2.46821 -0.38586 -0.012 -0.152 0.033 -0.001
C 4.89691 -1.15899 -3.06849 0.001 0.011 -0.004 -0.003
C 3.92666 -2.29405 -3.42517 -0.003 -0.006 0.003 -0.014
C 4.00867 -2.53022 -4.93388 -0.009 -0.014 0.001 0.004
C 4.36458 -3.57710 -2.70436 0.015 0.012 0.003 -0.002
C 2.51059 -1.93247 -2.97392 -0.018 -0.018 -0.001 -0.008
C 2.29243 -1.54392 -1.66596 -0.006 -0.001 0.001 0.067
C 1.00370 -1.22401 -1.22820 0.036 0.035 0.008 -0.067
N 0.63799 -0.72994 0.01422 0.076 -0.027 0.044 0.321
C 1.32018 -0.52431 1.15867 0.012 -0.006 -0.037 0.063
C 2.61832 -0.96715 1.48770 0.014 -0.002 0.018 0.032
C 3.20609 -0.56009 2.65620 -0.013 -0.004 0.000 0.017
C 2.49407 0.34055 3.48677 -0.006 0.010 0.006 0.112
C 1.20483 0.77237 3.25225 0.045 0.011 0.013 0.040
C 0.55200 0.24672 2.10448 -0.006 0.007 -0.041 0.124
O -0.70342 0.45553 1.82495 -0.009 -0.109 0.020 0.101
C 0.53562 1.82205 4.14460 -0.016 0.000 0.021 -0.009
C 1.47782 2.32524 5.24052 0.001 -0.004 -0.013 0.000
C 0.13756 3.02391 3.27507 0.003 -0.007 -0.027 0.005
C -0.72471 1.27128 4.82003 -0.025 0.010 -0.016 0.006
C 4.59934 -1.07609 3.02037 -0.006 -0.001 -0.001 -0.004
C 4.53120 -2.59729 3.21838 0.003 0.002 0.001 -0.001
C 5.57971 -0.75629 1.88248 0.003 -0.001 0.000 0.002
C 5.13773 -0.44642 4.30576 -0.004 0.003 0.001 0.011
C -0.09010 -1.23543 -2.13185 -0.004 -0.010 -0.010 0.063
O -1.27911 -0.83522 -1.67902 -0.019 -0.006 0.107 0.030
C 0.11333 -1.64508 -3.46229 0.000 0.008 -0.010 -0.002
C 1.40723 -1.99072 -3.83393 0.021 0.025 -0.010 0.081
C -1.04847 -1.66728 -4.45699 -0.019 0.004 0.021 -0.009
C -1.63266 -0.25221 -4.60029 0.000 0.000 0.026 0.003
C -2.13748 -2.63190 -3.96206 -0.007 0.011 -0.008 0.003
C -0.61120 -2.13699 -5.84533 0.003 0.002 -0.002 0.000
H 5.90049 -1.40030 -3.42354 0.001 -0.002 0.002 0.000
H 4.96316 -0.99747 -1.99127 -0.012 0.008 -0.002 0.001
H 4.58680 -0.22149 -3.53482 0.002 -0.004 -0.006 0.001
H 5.04451 -2.72494 -5.21475 0.001 -0.005 0.002 0.000
H 3.66740 -1.65949 -5.49735 0.015 0.004 -0.001 -0.001
H 3.41900 -3.39513 -5.24314 -0.012 0.006 0.002 0.000
H 5.37324 -3.86216 -3.01076 0.000 0.003 0.001 0.000
H 3.68956 -4.40251 -2.93761 0.000 0.000 -0.001 0.001
H 4.36683 -3.43936 -1.62108 0.003 -0.006 -0.002 0.001
H 3.12945 -1.44088 -0.99581 0.001 -0.016 -0.008 0.006
H 3.12965 -1.65976 0.83930 0.001 0.006 0.003 0.006
H 2.99758 0.70786 4.36621 0.001 0.007 0.002 0.016
H 2.39194 2.75717 4.82865 0.000 0.001 -0.002 -0.001
H 1.75116 1.53319 5.94026 0.002 -0.005 -0.006 0.000
H 0.97089 3.10476 5.81105 -0.002 -0.002 0.004 0.000
H 1.01261 3.46027 2.78687 0.000 -0.003 -0.004 -0.001
H -0.32870 3.79165 3.89841 0.000 0.004 0.005 0.000
H -0.57134 2.71381 2.50735 0.008 0.011 0.014 0.004
H -0.50783 0.36837 5.39277 0.004 -0.003 0.001 -0.002
H -1.48279 1.02965 4.07869 0.005 -0.026 0.009 0.001
H -1.12952 2.02140 5.50374 0.002 -0.002 0.007 0.000
H 4.19916 -3.10353 2.31045 -0.001 0.000 0.000 0.001
H 3.83796 -2.85333 4.02188 0.000 0.000 0.001 0.001
H 5.51636 -2.98848 3.47992 0.001 0.001 -0.001 0.000
H 5.29877 -1.25611 0.95364 -0.002 0.006 -0.001 0.000
H 6.58416 -1.09222 2.14661 -0.001 -0.005 0.000 0.000
H 5.61691 0.31774 1.69105 0.003 0.001 0.004 0.001
H 4.50890 -0.67937 5.16713 -0.001 0.000 -0.001 -0.002
H 5.22289 0.63892 4.22164 0.003 -0.001 -0.003 -0.002
H 6.13389 -0.84070 4.51004 -0.001 -0.002 0.000 0.000
H 1.57499 -2.29729 -4.85416 -0.005 -0.007 0.002 0.010
H -1.96662 0.13206 -3.63765 0.016 -0.005 -0.020 0.001
H -2.47989 -0.26793 -5.29089 0.000 -0.007 -0.006 0.000
H -0.88111 0.43018 -5.00407 0.002 -0.002 -0.003 0.000
H -2.52817 -2.31592 -2.99615 0.000 -0.010 0.007 0.001
H -1.73947 -3.64471 -3.86695 0.002 0.002 0.000 -0.001
H -2.96426 -2.66026 -4.67534 0.002 -0.002 -0.004 0.000
H 0.14286 -1.47788 -6.27924 -0.001 0.000 -0.001 0.000
H -1.47588 -2.13157 -6.51076 0.000 -0.002 -0.002 0.000
H -0.21469 -3.15396 -5.82681 0.002 0.001 0.003 0.000
C -6.35676 3.39014 1.50728 0.007 -0.011 0.012 0.000
O -4.99384 3.47368 1.09963 -0.018 0.012 -0.020 0.000
C -4.68282 3.03259 -0.14872 -0.021 -0.049 0.025 -0.001
C -5.54415 2.34555 -0.99008 0.004 0.009 0.016 0.000
C -5.10751 1.97264 -2.25802 0.006 -0.012 -0.007 0.000
C -3.83435 2.29734 -2.69416 -0.006 -0.001 -0.026 0.000
C -2.96551 2.97701 -1.85135 0.003 -0.035 0.067 0.000
C -3.37513 3.31249 -0.57186 0.057 0.031 0.003 0.004
N -2.58673 4.04634 0.34675 0.011 0.001 -0.039 0.002
C -1.29408 4.28934 0.43281 0.030 -0.006 -0.010 0.000
C -0.15806 3.71629 -0.16028 -0.039 0.058 0.005 -0.010
C 1.00155 4.55076 -0.14783 0.018 0.005 0.009 -0.001
C 2.16961 4.15516 -0.71684 -0.003 0.011 0.000 -0.001
C 2.22433 2.88112 -1.32467 -0.013 -0.013 0.001 -0.010
C 1.16003 2.02508 -1.29863 0.030 0.001 0.050 0.015
C -0.05624 2.37257 -0.65217 -0.138 -0.113 -0.167 0.002
O -1.04084 1.55561 -0.52538 0.003 0.351 0.291 -0.025
H -6.41364 3.88920 2.46932 0.000 -0.003 0.001 0.000
H -6.66652 2.34909 1.61984 0.000 -0.004 -0.005 0.000
H -7.00743 3.89257 0.79026 0.000 0.005 0.004 0.000
H -6.55034 2.11135 -0.67416 -0.001 0.003 -0.005 0.000
H -5.78316 1.43756 -2.91204 -0.003 0.005 -0.001 0.000
H -3.51046 2.02623 -3.68917 0.000 0.005 0.013 0.000
H -1.97851 3.25039 -2.19087 0.035 -0.009 -0.001 -0.001
H -3.16127 4.56354 1.00103 -0.007 -0.014 0.007 0.000
H -1.08848 5.12371 1.09721 -0.007 0.005 0.000 0.001
H 0.92148 5.53386 0.30162 0.000 0.000 0.003 0.000
H 3.03248 4.80522 -0.72384 0.001 -0.002 0.004 0.000
H 3.13509 2.56857 -1.82148 -0.003 0.001 -0.001 0.000
H 1.22310 1.06302 -1.78035 0.015 -0.061 -0.009 0.009
```
Positions in Å, forces in eV/Å.